## P
A 11-piece molecular cluster, C12H46N14O11 overall. Source: the OMol25 dataset; level of theory: wB97M-V/def2-TZVPD.

Atoms and positions in Å:
C: -23.341 13.797 -2.827
C: -22.879 14.664 -4.013
O: -23.162 16.023 -3.813
H: -22.872 14.038 -1.939
H: -23.130 12.759 -3.028
H: -24.444 13.844 -2.723
H: -23.394 14.438 -4.950
H: -21.837 14.383 -4.257
H: -22.941 16.434 -4.657
C: -26.348 15.186 -10.869
O: -26.902 16.058 -11.690
N: -26.323 13.899 -11.209
N: -25.785 15.498 -9.747
H: -26.678 13.774 -12.209
H: -25.377 13.400 -11.091
H: -25.677 16.484 -9.525
H: -25.313 14.816 -9.067
C: -24.195 11.837 -11.948
O: -24.659 10.546 -11.737
N: -23.905 12.728 -11.032
N: -24.109 12.324 -13.123
H: -24.133 12.507 -10.047
H: -23.289 13.499 -11.172
H: -24.295 11.711 -13.927
H: -23.918 13.363 -13.387
C: -23.730 17.152 -7.507
O: -24.167 16.396 -6.436
N: -22.468 17.203 -7.776
N: -24.537 17.823 -8.224
H: -21.910 16.554 -7.258
H: -22.088 17.755 -8.555
H: -25.588 17.822 -7.985
H: -24.165 18.141 -9.183
C: -19.961 12.299 -9.046
O: -20.589 12.928 -10.137
N: -20.486 12.084 -7.870
N: -18.684 11.993 -9.149
H: -21.425 12.486 -7.863
H: -20.164 11.389 -7.097
H: -18.281 12.074 -10.149
H: -18.172 11.502 -8.388
C: -24.013 13.334 -7.817
O: -22.724 13.480 -7.490
N: -24.484 12.318 -8.524
N: -24.994 14.203 -7.596
H: -23.965 11.419 -8.559
H: -25.567 12.230 -8.617
H: -24.614 14.958 -7.020
H: -25.970 13.966 -7.631
C: -27.590 16.327 -6.438
O: -27.065 17.249 -7.404
N: -26.864 15.874 -5.505
N: -28.806 15.753 -6.514
H: -25.914 16.244 -5.462
H: -27.234 15.260 -4.814
H: -29.486 16.009 -7.257
H: -29.049 15.004 -5.784
C: -27.764 12.685 -8.319
O: -28.512 11.986 -7.305
N: -27.762 13.980 -8.382
N: -27.024 12.118 -9.159
H: -28.177 14.572 -7.627
H: -27.456 14.437 -9.244
H: -27.093 11.114 -9.331
H: -26.700 12.808 -9.912
C: -26.213 12.712 -4.781
O: -26.470 11.293 -4.570
H: -26.715 13.250 -4.027
H: -26.743 13.044 -5.688
H: -25.138 12.992 -4.662
H: -27.431 11.263 -4.456
C: -23.442 10.847 -5.554
O: -23.133 9.562 -5.092
H: -22.625 11.207 -6.136
H: -23.657 11.497 -4.665
H: -24.356 10.763 -6.081
H: -23.106 9.496 -4.134
C: -24.333 9.365 -8.392
O: -23.096 9.993 -8.445
H: -24.683 9.123 -9.401
H: -25.166 10.022 -8.056
H: -24.452 8.478 -7.801
H: -22.370 9.446 -8.110

Computed properties:
Molecular weight = 562.59 g mol⁻¹
Lowest unoccupied orbital energy = 0.2 eV
Structure (SMILES) = NC(N)=O.NC(N)=O.NC(N)=O.NC(N)=O.NC(N)=O.NC(N)=O.NC(N)=O.CCO.CO.CO.CO
Highest occupied orbital energy = -8.90 eV

Löwdin population analysis, charges in e, atoms 1 to 8:
1. C -0.07
2. C -0.33
3. O -0.08
4. H 0.05
5. H 0.05
6. H 0.08
7. H 0.07
8. H 0.12

***

## Q
A 11-piece molecular cluster, C12H46N14O11 overall. Source: the OMol25 dataset; level of theory: wB97M-V/def2-TZVPD.

Atoms and positions in Å:
C: 4.877 -0.071 0.856
O: 5.273 -0.091 -0.512
H: 5.609 -0.640 1.428
H: 4.851 0.968 1.202
H: 3.855 -0.439 0.926
H: 4.550 -0.468 -1.030
C: -4.301 0.067 1.350
O: -4.004 1.446 1.288
H: -5.361 -0.072 1.151
H: -3.575 -0.621 0.915
H: -4.290 -0.242 2.414
H: -3.092 1.545 1.584
C: 2.664 0.381 -2.520
O: 3.372 -0.850 -2.621
H: 1.927 0.280 -1.720
H: 3.314 1.242 -2.380
H: 2.132 0.539 -3.463
H: 2.737 -1.505 -2.926
C: -0.492 -2.155 -3.565
O: 0.584 -1.582 -3.621
N: -0.699 -3.503 -3.623
N: -1.683 -1.470 -3.552
H: 0.070 -4.145 -3.644
H: -1.642 -3.782 -3.809
H: -2.500 -2.035 -3.424
H: -1.666 -0.473 -3.391
C: 0.778 0.408 5.367
O: 1.373 -0.284 6.187
N: 1.366 1.534 4.888
N: -0.400 0.095 4.779
H: 2.270 1.834 5.191
H: 0.841 2.108 4.248
H: -0.865 0.859 4.289
H: -0.801 -0.796 4.995
C: -1.503 3.384 2.871
O: -1.382 2.221 3.292
N: -1.674 3.632 1.561
N: -1.515 4.429 3.735
H: -1.504 2.777 1.012
H: -1.713 4.567 1.202
H: -1.287 4.233 4.693
H: -1.900 5.325 3.503
C: 1.867 -2.710 2.029
O: 1.913 -1.977 1.041
N: 1.486 -2.222 3.243
N: 2.388 -3.956 2.166
H: 0.959 -1.366 3.189
H: 1.458 -2.870 4.010
H: 2.655 -4.449 1.322
H: 2.258 -4.328 3.087
C: -3.971 4.245 -1.362
O: -4.151 5.038 -2.272
N: -3.402 3.011 -1.547
N: -4.404 4.438 -0.084
H: -3.326 2.812 -2.543
H: -3.760 2.313 -0.910
H: -4.834 5.295 0.210
H: -4.169 3.813 0.670
C: -0.619 0.354 0.351
O: -1.411 1.277 0.117
N: 0.419 0.511 1.208
N: -0.495 -0.743 -0.420
H: 0.404 1.240 1.899
H: 1.041 -0.280 1.353
H: -1.263 -0.954 -1.037
H: 0.159 -1.498 -0.286
C: -1.073 2.185 -3.635
O: -2.171 1.628 -3.589
N: -0.473 2.705 -2.539
N: -0.344 2.256 -4.768
H: -0.964 2.715 -1.659
H: 0.328 3.288 -2.699
H: -0.817 2.190 -5.650
H: 0.614 2.553 -4.771
C: 2.357 -4.984 -2.605
C: 1.892 -4.671 -1.179
O: 2.394 -5.657 -0.276
H: 1.978 -4.198 -3.257
H: 2.049 -5.998 -2.872
H: 3.444 -4.971 -2.654
H: 0.816 -4.540 -1.015
H: 2.255 -3.670 -0.933
H: 1.922 -6.473 -0.458

Computed properties:
Molecular weight = 562.59 g mol⁻¹
Lowest unoccupied orbital energy = 0.2 eV
Structure (SMILES) = NC(N)=O.NC(N)=O.NC(N)=O.NC(N)=O.NC(N)=O.NC(N)=O.NC(N)=O.CCO.CO.CO.CO
Highest occupied orbital energy = -9.16 eV

Löwdin population analysis, charges in e, atoms 1 to 8:
1. C -0.15
2. O -0.13
3. H 0.07
4. H 0.07
5. H 0.05
6. H 0.02
7. C -0.15
8. O -0.14

***

Compare the structures above. Which one is the least stable? P is.